*P*
Molecular formula: C3H10NO
Method: DFT, wB97M-V/def2-TZVPD

XYZ file:
```
15
Properties=species:S:1:pos:R:3
O -3.146 -0.721 -0.758
N -1.008 0.518 0.453
C 1.494 0.626 0.055
C 2.692 -0.069 -0.014
C 0.253 0.010 0.003
H 3.739 0.553 -0.150
H -3.793 -0.715 -1.518
H 0.292 -1.165 -0.178
H 2.770 -0.791 0.909
H 1.534 1.721 0.187
H -3.553 -1.327 -0.044
H 2.832 -0.770 -0.778
H -1.747 -0.141 0.601
H -1.377 1.204 -0.193
H -0.984 1.068 1.424
```

## Properties
**E_HOMO**: -13.937 eV
**2S+1**: 1
**Charge**: +1
**Kohn-Sham gap**: 10.27 eV

Here are the Mulliken charges for atoms 1 to 2, given in e: O -0.67; N -0.25

---

*Q*
Molecular formula: C3H10NO
Method: DFT, wB97M-V/def2-TZVPD

XYZ file:
```
15
Properties=species:S:1:pos:R:3
O -0.245 -0.850 -0.628
N -2.406 0.276 0.653
C 0.711 1.349 -0.089
C 2.036 -0.763 0.054
C 0.891 -0.137 -0.196
H -3.054 0.670 -0.025
H -1.929 1.028 1.150
H -1.612 -0.234 0.152
H 0.254 1.610 0.871
H 0.055 -1.763 -0.706
H 0.096 1.757 -0.892
H 1.697 1.801 -0.082
H -2.862 -0.390 1.274
H 2.144 -1.829 -0.090
H 2.864 -0.160 0.392
```

## Properties
**E_HOMO**: -13.098 eV
**2S+1**: 1
**Charge**: +1
**Kohn-Sham gap**: 9.28 eV

Here are the Mulliken charges for atoms 1 to 2, given in e: O -0.61; N -0.42

---

Structures ranked by computed energy, the most stable listed first: *Q*, *P*.

---

*P*
Molecular formula: C3H10NO
Method: DFT, wB97M-V/def2-TZVPD

XYZ file:
```
15
Properties=species:S:1:pos:R:3
O 1.030 -0.250 0.739
N -1.516 -0.734 0.996
C 0.497 -0.134 -0.552
C 1.095 1.033 -1.164
C -0.942 -0.033 -0.232
H 0.848 -1.139 -0.956
H 1.138 0.935 -2.299
H 0.705 1.976 -0.756
H -1.225 1.122 -0.132
H 1.221 0.725 1.179
H -0.697 -1.265 1.281
H -2.470 -1.181 0.853
H -1.676 -0.185 -1.158
H -1.556 -0.115 1.785
H 2.184 1.072 -1.000
```

## Properties
**E_HOMO**: -15.277 eV
**2S+1**: 1
**Charge**: +1
**SMILES**: C[C@@H](O)C[NH3+]
**Kohn-Sham gap**: 11.53 eV

Here are the Mulliken charges for atoms 1 to 2, given in e: O -0.63; N -0.24

---

*Q*
Molecular formula: C3H10NO
Method: DFT, wB97M-V/def2-TZVPD

XYZ file:
```
15
Properties=species:S:1:pos:R:3
O 1.945 -1.386 1.330
N -0.718 0.262 -0.563
C 0.266 -0.025 0.576
C -1.368 1.587 -0.600
C 1.128 -1.202 0.197
H 0.800 0.913 0.669
H -2.060 1.634 0.234
H 1.768 -0.932 -0.651
H 0.529 -2.086 0.024
H -0.622 2.367 -0.511
H -0.356 -0.121 1.455
H -0.222 0.078 -1.444
H -1.425 -0.470 -0.586
H -1.933 1.677 -1.519
H 2.267 -2.297 1.389
```

## Properties
**E_HOMO**: -14.859 eV
**2S+1**: 1
**Charge**: +1
**SMILES**: C[NH2+]CCO
**Kohn-Sham gap**: 11.28 eV

Here are the Mulliken charges for atoms 1 to 2, given in e: O -0.49; N -0.25

---

Structures ranked by computed energy, the most stable listed first: *Q*, *P*.

---

*P*
Molecular formula: C5H12S
Method: DFT, wB97M-V/def2-TZVPD

XYZ file:
```
18
Properties=species:S:1:pos:R:3
S 0.016 2.008 0.258
C -0.230 -1.399 -0.422
C -0.167 -2.004 -1.622
C 0.315 -1.851 0.972
C 0.217 1.208 -1.401
C 0.389 -0.652 1.888
H 0.741 -1.883 -2.208
H 1.135 0.067 1.486
H 0.368 1.987 -2.165
H -2.951 0.554 -0.496
H 1.271 -2.248 0.733
H -1.218 -0.837 -0.210
H -0.387 -2.561 1.399
H 1.013 0.536 -1.155
H -0.705 0.580 -1.610
H -0.507 -0.059 1.889
H -2.805 0.830 -1.164
H 0.652 -0.911 2.889
```

## Properties
**E_HOMO**: -7.073 eV
**2S+1**: 1
**Charge**: 0
**Kohn-Sham gap**: 4.06 eV

Here are the Mulliken charges for atoms 1 to 2, given in e: S -0.31; C -0.24

---

*Q*
Molecular formula: C5H12S
Method: DFT, wB97M-V/def2-TZVPD

XYZ file:
```
18
Properties=species:S:1:pos:R:3
S 2.231 1.060 0.593
C -5.080 -3.441 0.027
C -3.882 -1.646 -1.201
C -4.243 -2.407 0.046
C 3.349 2.524 0.420
C 4.562 2.111 -0.377
H -3.786 -2.064 0.962
H 4.889 1.104 -0.112
H -2.918 -1.156 -1.116
H -5.322 -3.987 -0.874
H 1.112 1.723 0.903
H 4.304 1.972 -1.431
H 3.621 2.720 1.459
H -4.633 -0.871 -1.357
H 5.304 2.903 -0.396
H -4.040 -2.219 -2.118
H -5.529 -3.814 0.940
H 2.775 3.380 0.063
```

## Properties
**E_HOMO**: -8.997 eV
**2S+1**: 1
**Charge**: 0
**SMILES**: C=CC.CCS
**Kohn-Sham gap**: 9.79 eV

Here are the Mulliken charges for atoms 1 to 2, given in e: S -0.25; C -0.74

---

Structures ranked by computed energy, the most stable listed first: *Q*, *P*.

---

*P*
Molecular formula: C18H47N3O7
Method: DFT, wB97M-V/def2-TZVPD

XYZ file:
```
75
Properties=species:S:1:pos:R:3
O 28.973 -27.417 -3.630
O 20.470 -21.307 -3.931
O 30.879 -22.170 -9.865
O 34.872 -23.204 -5.176
O 31.391 -28.859 -3.726
O 25.970 -20.437 -4.413
O 25.843 -20.678 -16.573
N 26.331 -23.505 -15.667
N 22.944 -20.037 -4.889
N 32.981 -22.215 -7.301
C 35.445 -23.547 -3.907
C 30.073 -22.095 -8.637
C 25.810 -21.838 -4.259
C 34.018 -21.391 -6.504
C 26.827 -22.827 -16.857
C 25.864 -21.783 -17.398
C 32.184 -22.692 -9.605
C 33.046 -21.846 -8.682
C 19.783 -22.549 -4.138
C 34.185 -21.920 -5.062
C 27.020 -20.096 -15.918
C 29.758 -27.619 -2.496
C 26.986 -24.018 -17.908
C 21.592 -19.402 -4.713
C 31.208 -27.648 -3.002
C 20.596 -20.518 -5.150
C 23.970 -19.071 -4.683
C 25.052 -19.567 -3.702
H 30.506 -21.429 -7.890
H 24.522 -18.863 -5.599
H 24.936 -22.372 -4.633
H 35.540 -24.612 -3.695
H 29.128 -21.566 -8.758
H 21.528 -19.152 -3.654
H 21.389 -18.462 -5.226
H 31.504 -26.887 -3.723
H 26.110 -24.656 -18.028
H 20.190 -23.068 -5.006
H 19.658 -20.106 -5.523
H 26.637 -22.398 -4.697
H 23.527 -18.158 -4.286
H 26.560 -19.171 -15.573
H 31.486 -29.634 -3.168
H 33.271 -22.004 -4.475
H 34.918 -23.275 -2.993
H 33.626 -20.389 -6.333
H 25.635 -18.753 -3.271
H 26.240 -21.484 -18.377
H 36.460 -23.162 -3.806
H 25.912 -22.823 -15.051
H 30.107 -23.102 -8.222
H 27.310 -23.572 -18.848
H 32.548 -22.882 -10.615
H 27.936 -19.939 -16.488
H 33.164 -23.201 -7.178
H 27.832 -22.426 -16.724
H 21.046 -21.134 -5.929
H 29.415 -27.724 -4.425
H 31.973 -23.650 -9.130
H 24.897 -22.239 -17.613
H 29.660 -26.792 -1.793
H 27.008 -24.081 -15.188
H 31.918 -27.485 -2.191
H 29.487 -28.550 -1.999
H 25.979 -21.996 -3.194
H 34.811 -21.293 -4.427
H 34.947 -21.352 -7.074
H 32.790 -20.794 -8.802
H 18.764 -22.436 -4.508
H 24.632 -20.021 -2.805
H 22.958 -20.940 -4.438
H 27.795 -24.680 -17.599
H 34.074 -21.824 -9.042
H 27.390 -20.597 -15.024
H 19.856 -23.226 -3.287
```

## Properties
**E_HOMO**: -8.309 eV
**2S+1**: 1
**Charge**: 0
**SMILES**: COC[C@H](C)N.COCCNCCOC.COCCNCCOC.OCCO
**Kohn-Sham gap**: 8.86 eV

Here are the Mulliken charges for atoms 1 to 2, given in e: O -0.51; O -0.32

---

*Q*
Molecular formula: C18H47N3O7
Method: DFT, wB97M-V/def2-TZVPD

XYZ file:
```
75
Properties=species:S:1:pos:R:3
O -0.123 -0.939 5.180
O 0.259 -1.599 0.256
O 2.442 -2.168 2.111
O -1.537 -4.158 3.338
O 3.498 2.505 -1.833
O 0.195 0.262 -3.193
O -2.722 5.110 -6.199
N -1.703 -3.135 5.865
N 2.924 -0.830 -0.510
N -1.813 3.114 -4.424
C -1.690 5.385 -5.276
C -1.386 -0.735 5.805
C 2.718 1.545 -1.154
C -0.371 1.562 -3.216
C -0.125 -0.647 3.806
C 3.188 0.166 -1.557
C -2.745 -4.435 3.996
C -1.283 1.769 -4.410
C -1.529 -4.451 1.958
C 3.185 3.811 -1.426
C -0.931 4.120 -5.011
C -0.678 -0.726 -2.670
C -2.482 -4.303 5.500
C 2.327 -3.446 2.720
C 3.708 -1.908 1.566
C 3.677 -0.647 0.736
C -3.493 6.252 -6.485
C -2.339 -1.870 5.504
H 4.078 -2.751 0.956
H -1.014 6.164 -5.658
H -2.115 5.766 -4.335
H -0.593 -4.040 1.587
H -4.192 5.996 -7.282
H -0.900 1.761 -2.279
H -0.713 1.542 -5.324
H 0.481 2.241 -3.303
H 4.727 -0.403 0.493
H -2.352 -3.980 1.409
H 2.137 4.063 -1.645
H 0.650 -2.065 1.002
H 1.004 -1.073 -0.078
H -1.953 -5.194 5.845
H 4.254 0.208 -1.826
H -2.605 -1.825 4.437
H -0.800 -1.297 3.237
H 3.301 0.168 1.352
H 0.890 -0.778 3.433
H 1.658 1.677 -1.399
H -1.807 0.216 5.444
H -0.412 0.398 3.608
H 2.833 1.672 -0.069
H 3.268 -3.758 3.179
H -3.506 -3.710 3.680
H -1.569 -5.533 1.788
H 2.646 -0.169 -2.443
H -2.870 7.089 -6.813
H 3.165 -1.749 -0.861
H -4.107 6.542 -5.621
H -0.157 4.366 -4.276
H 4.467 -1.794 2.357
H -1.151 -0.403 -1.739
H 3.354 3.948 -0.350
H -0.429 3.766 -5.923
H -2.728 3.184 -4.842
H -1.196 -0.630 6.872
H -0.085 -1.613 -2.468
H -0.846 -3.158 5.323
H -3.091 -5.452 3.769
H -2.117 1.064 -4.380
H -3.445 -4.286 6.020
H -3.267 -1.726 6.066
H 1.554 -3.376 3.484
H 3.827 4.494 -1.978
H 2.023 -4.181 1.966
H -1.463 -0.985 -3.393
```

## Properties
**E_HOMO**: -8.614 eV
**2S+1**: 1
**Charge**: 0
**SMILES**: COCCNCCOC.COCCNCCOC.COCCNCCOC.O
**Kohn-Sham gap**: 9.46 eV

Here are the Mulliken charges for atoms 1 to 2, given in e: O -0.43; O -0.70

---

Structures ranked by computed energy, the most stable listed first: *Q*, *P*.